[1]
Molecular formula: C10H30IO10
Method: DFT, ωB97M-V/def2-TZVPD

Summary:
Lowest unoccupied orbital energy, hartree: 0.1004
ΔE to the lowest compared entry with this formula, charge and spin, kcal/mol: 15.6
Energy, eV: -39432.7197
Frontier orbital gap, eV: 8.3245
F_max, eV/A: 2.68
HOMO, eV: -5.5925

```
! RIJCOSX wB97M-V def2-TZVPD def2/J DEFGRID3
* xyz -1 1
C -0.9388 3.7072 1.7129
C -1.4562 1.1865 -3.7955
O -0.8936 -3.5061 -0.9638
H -1.4593 -3.0293 1.9043
H -2.9527 -3.8453 1.4275
C 1.3119 -4.3701 -0.0538
H -0.7327 -5.0121 0.4238
H 4.3083 2.5110 -0.9071
H 0.4058 2.3690 1.2151
O 4.3383 0.7647 0.1480
O 6.8759 2.3691 0.1800
C -2.1359 3.1813 0.8309
O 0.3820 3.3281 1.2489
O -2.1368 0.7245 -4.9569
H -1.3381 3.5770 -0.8176
H -1.5300 0.5321 -5.6755
C 5.6767 2.7464 0.8073
H 5.6854 2.3543 1.8243
H 1.1158 -2.6564 0.8409
H 7.6213 2.6702 0.7047
H -1.4260 2.2759 -3.8144
C 4.4509 2.1956 0.1265
O -2.9006 -3.2524 3.3658
C -2.5414 -3.0388 2.0345
C -0.1773 -4.6357 -0.4352
H -1.0497 3.2841 2.7113
H -0.4000 -3.1501 -1.7062
I 0.7602 -0.0749 0.1906
O -2.0063 -0.7066 -2.2173
H -4.1007 -1.4584 1.9683
H -1.3311 -0.7863 -1.5395
H 1.8932 -5.2911 -0.0095
H -1.5884 -0.3734 1.4528
H -2.5911 -2.5072 3.8858
H -3.0682 -1.6043 0.4976
H -0.4260 0.8386 -3.8721
C -3.0968 -1.6445 1.5865
H 3.4107 0.5648 0.2937
O -2.3101 -0.5539 2.0595
H -0.9410 4.7931 1.8071
H 3.5824 2.4875 0.7170
H 5.5132 3.8158 0.9407
H -2.0817 2.1046 0.6698
H 1.7270 -3.9460 -0.9681
O -2.1865 3.7982 -0.4266
C -2.2682 0.6838 -2.5382
H -0.1661 -5.5411 -1.0421
O 1.4315 -3.5246 1.1023
H -1.8666 1.3072 -1.7393
H -3.0611 3.4139 1.3580
H -3.3312 0.9241 -2.5576
*
```

***

[2]
Molecular formula: CNPS
Method: DFT, ωB97M-V/def2-TZVPD

Summary:
Lowest unoccupied orbital energy (alpha / beta), hartree: -0.1180 / -0.1180
ΔE to the lowest compared entry with this formula, charge and spin, kcal/mol: 44.8
Energy, eV: -22647.9313
Frontier orbital gap (alpha / beta), eV: 6.9474 / 6.9455
F_max, eV/A: 2.72
HOMO (alpha / beta), eV: -10.1592 / -10.1575

```
! RIJCOSX wB97M-V def2-TZVPD def2/J DEFGRID3
* xyz 0 1
S 2.4599 -0.6823 0.0060
P 1.3061 0.8530 0.0082
C -1.3316 0.0626 -0.0931
N -2.4345 -0.2332 0.0789
*
```